Version i
The following is a quantum chemistry calculation of an isolated molecule of C3H4P2, from the Open Molecules 2025 dataset.

Last columns: bonded neighbours and bond lengths (Å).
Element x y z (Å)
1 C 0.451 0.512 -0.595  C2 1.424, C3 1.498, P4 1.854, H6 1.161
2 C -0.452 0.492 0.506  C1 1.424, C3 1.626, P5 1.757, H7 1.170
3 C -0.044 -0.868 -0.286  C1 1.498, C2 1.626, P4 1.961, P5 1.837
4 P 1.823 -0.475 0.166  C1 1.854, C3 1.961, H8 1.521
5 P -1.820 -0.460 -0.052  C2 1.757, C3 1.837, H9 1.439
6 H 0.402 1.327 -1.420  C1 1.161
7 H -0.332 0.830 1.620  C2 1.170
8 H 2.318 -0.836 -1.226  P4 1.521
9 H -2.345 -0.522 1.287  P5 1.439

Properties
charge: 0
Kohn-Sham gap (spin up / spin down): 6.065 / 7.021 eV
multiplicity: 3
molecular weight: 102.0 g/mol
expectation value of S²: 2.01

=====

Version ii
The following is a quantum chemistry calculation of an isolated molecule of C3H4P2, from the Open Molecules 2025 dataset.

Last columns: bonded neighbours and bond lengths (Å).
Element x y z (Å)
1 C 1.591 -0.030 0.057  C2 1.333, H6 1.078, H7 1.110
2 C 0.341 -0.102 0.514  C1 1.333, C3 1.473, H8 1.005
3 C -0.821 0.055 -0.377  C2 1.473, P4 1.834, P5 1.877, H9 1.116
4 P -2.274 -0.989 0.026  C3 1.834, P5 2.008
5 P -2.394 1.014 -0.019  C3 1.877, P4 2.008
6 H 2.384 -0.008 0.787  C1 1.078
7 H 1.556 0.234 -1.020  C1 1.110
8 H 0.063 -0.305 1.458  C2 1.005
9 H -0.447 0.132 -1.426  C3 1.116

Properties
charge: 0
Kohn-Sham gap (spin up / spin down): 8.254 / 6.161 eV
multiplicity: 3
molecular weight: 102.0 g/mol
expectation value of S²: 2.01

=====

Quick one: least stable of them? version i

=====

Version i
The following is a quantum chemistry calculation of an isolated molecule of C2H5NO, from the Open Molecules 2025 dataset.

Last columns: bonded neighbours and bond lengths (Å).
Element x y z (Å)
1 C -0.326 1.244 0.157  N2 1.252, H5 1.077, H6 1.114
2 N -0.604 0.054 -0.118  C1 1.252, C3 1.539, O4 1.238
3 C 0.637 -0.855 -0.068  N2 1.539, H7 1.152, H8 1.018, H9 1.093
4 O -1.725 -0.337 -0.468  N2 1.238
5 H -1.141 1.948 0.140  C1 1.077
6 H 0.706 1.360 0.559  C1 1.114
7 H 0.234 -1.847 -0.493  C3 1.152
8 H 0.721 -1.088 0.920  C3 1.018
9 H 1.498 -0.479 -0.628  C3 1.093

Properties
charge: 0
Kohn-Sham gap: 9.793 eV
structure (SMILES): C=[N+](C)[O-]
molecular weight: 59.1 g/mol

=====

Version ii
The following is a quantum chemistry calculation of a cluster of 2 separate species, C2H5NO in total, from the Open Molecules 2025 dataset.

Last columns: bonded neighbours and bond lengths (Å).
Element x y z (Å)
1 O 1.412 -0.035 -0.466  C2 1.194
2 C 0.548 0.214 0.320  O1 1.194, C3 1.392, H5 1.050
3 C -0.417 -0.657 0.818  C2 1.392, H6 1.116, H7 1.130
4 N -1.204 0.518 -0.582  H8 1.048, H9 1.001
5 H 0.624 1.228 0.581  C2 1.050
6 H -1.087 -0.416 1.677  C3 1.116
7 H -0.195 -1.722 0.510  C3 1.130
8 H -0.841 -0.023 -1.403  N4 1.048
9 H -2.148 0.244 -0.390  N4 1.001

Properties
charge: 0
Kohn-Sham gap: 9.264 eV
molecular weight: 59.1 g/mol

=====

Version iii
The following is a quantum chemistry calculation of a cluster of 2 separate species, C2H5NO in total, from the Open Molecules 2025 dataset.

Last columns: bonded neighbours and bond lengths (Å).
Element x y z (Å)
1 C 1.675 -0.033 0.245  N2 1.258, H3 1.094, H4 1.096
2 N 0.939 0.032 1.262  C1 1.258, H5 1.025
3 H 1.341 -0.523 -0.674  C1 1.094
4 H 2.648 0.456 0.118  C1 1.096
5 H 1.313 0.706 1.937  N2 1.025
6 C -1.947 -0.196 -0.739  O7 1.199, H8 1.093, H9 1.090
7 O -2.925 0.230 -0.192  C6 1.199
8 H -2.037 -0.888 -1.580  C6 1.093
9 H -1.007 0.218 -0.376  C6 1.090

Properties
charge: 0
Kohn-Sham gap: 10.782 eV
structure (SMILES): C=N.C=O
molecular weight: 59.1 g/mol

=====

Version iv
The following is a quantum chemistry calculation of an isolated molecule of C2H5NO, from the Open Molecules 2025 dataset.

Last columns: bonded neighbours and bond lengths (Å).
Element x y z (Å)
1 C 0.662 0.058 -0.827  C2 1.496, H5 1.180, H6 1.180, H7 1.134
2 C -0.209 -0.821 0.013  C1 1.496, N3 1.280, H8 1.082
3 N -0.954 -0.388 0.960  C2 1.280, O4 1.411
4 O -0.636 0.963 1.217  N3 1.411, H9 0.961
5 H 0.222 1.141 -0.983  C1 1.180
6 H 1.702 0.100 -0.271  C1 1.180
7 H 0.873 -0.419 -1.834  C1 1.134
8 H -0.390 -1.874 -0.157  C2 1.082
9 H -1.271 1.240 1.883  O4 0.961

Properties
charge: 0
Kohn-Sham gap: 10.762 eV
structure (SMILES): C/C=N\O
molecular weight: 59.1 g/mol

=====

Quick one: least stable of them? version ii

=====

Version i
The following is a quantum chemistry calculation of an isolated molecule of C19H29FN2O5S, from the Open Molecules 2025 dataset.

Last columns: bonded neighbours and bond lengths (Å).
Element x y z (Å)
1 O -0.066 0.720 -2.747  C2 1.219
2 C -0.585 -0.174 -2.101  O1 1.219, N3 1.350, C21 1.521
3 N 0.110 -1.049 -1.344  C2 1.350, C4 1.452, H29 1.005
4 C 1.561 -1.006 -1.315  N3 1.452, C5 1.525, H30 1.092, H31 1.092
5 C 2.082 0.088 -0.390  C4 1.525, C6 1.554, C10 1.536, H32 1.090
6 C 1.706 -0.161 1.097  C5 1.554, C7 1.533, H33 1.089, H34 1.091
7 C 3.074 -0.271 1.781  C6 1.533, C8 1.539, N11 1.473, H35 1.084
8 C 3.715 1.127 1.846  C7 1.539, C9 1.553, H36 1.090, H37 1.089
9 C 4.086 1.392 0.362  C8 1.553, C10 1.540, H38 1.090, H39 1.091
10 C 3.616 0.100 -0.331  C5 1.536, C9 1.540, N11 1.475, H40 1.088
11 N 3.856 -0.915 0.712  C7 1.473, C10 1.475, C12 1.363
12 C 5.040 -1.533 0.981  N11 1.363, O13 1.218, C14 1.532
13 O 5.358 -1.864 2.109  C12 1.218
14 C 5.938 -1.829 -0.225  C12 1.532, C15 1.537, C20 1.534, H41 1.094
15 C 7.149 -2.675 0.199  C14 1.537, C16 1.524, H42 1.092, H43 1.087
16 C 6.628 -4.095 0.389  C15 1.524, S17 1.788, H44 1.087, H45 1.088
17 S 5.565 -4.357 -1.024  C16 1.788, O18 1.441, O19 1.439, C20 1.808
18 O 6.356 -4.862 -2.117  S17 1.441
19 O 4.351 -5.030 -0.642  S17 1.439
20 C 5.227 -2.608 -1.339  C14 1.534, S17 1.808, H46 1.086, H47 1.088
21 C -2.097 -0.332 -2.062  C2 1.521, F22 1.402, C23 1.523, H48 1.092
22 F -2.415 -1.612 -1.588  C21 1.402
23 C -2.766 0.699 -1.162  C21 1.523, C24 1.529, C28 1.530, H49 1.099
24 C -2.562 2.133 -1.653  C23 1.529, C25 1.520, H50 1.090, H51 1.094
25 C -3.330 3.097 -0.763  C24 1.520, O26 1.416, H52 1.101, H53 1.089
26 O -4.712 2.790 -0.714  C25 1.416, C27 1.415
27 C -4.931 1.492 -0.194  O26 1.415, C28 1.520, H54 1.101, H55 1.089
28 C -4.266 0.422 -1.045  C23 1.530, C27 1.520, H56 1.095, H57 1.091
29 H -0.388 -1.819 -0.931  N3 1.005
30 H 1.916 -1.981 -0.977  C4 1.092
31 H 1.923 -0.833 -2.331  C4 1.092
32 H 1.710 1.045 -0.756  C5 1.090
33 H 1.103 0.638 1.527  C6 1.089
34 H 1.150 -1.094 1.202  C6 1.091
35 H 3.099 -0.836 2.706  C7 1.084
36 H 3.028 1.868 2.252  C8 1.090
37 H 4.603 1.105 2.477  C8 1.089
38 H 3.597 2.272 -0.056  C9 1.090
39 H 5.163 1.523 0.243  C9 1.091
40 H 4.101 -0.114 -1.281  C10 1.088
41 H 6.270 -0.860 -0.610  C14 1.094
42 H 7.900 -2.653 -0.593  C15 1.092
43 H 7.590 -2.293 1.116  C15 1.087
44 H 7.395 -4.866 0.370  C16 1.087
45 H 6.018 -4.177 1.286  C16 1.088
46 H 4.149 -2.482 -1.356  C20 1.086
47 H 5.650 -2.395 -2.319  C20 1.088
48 H -2.477 -0.259 -3.083  C21 1.092
49 H -2.316 0.602 -0.164  C23 1.099
50 H -1.506 2.400 -1.669  C24 1.090
51 H -2.933 2.223 -2.679  C24 1.094
52 H -2.914 3.077 0.256  C25 1.101
53 H -3.256 4.116 -1.138  C25 1.089
54 H -4.548 1.438 0.837  C27 1.101
55 H -6.010 1.351 -0.160  C27 1.089
56 H -4.714 0.431 -2.043  C28 1.095
57 H -4.446 -0.561 -0.609  C28 1.091

Properties
charge: 0
Kohn-Sham gap: 10.230 eV
structure (SMILES): O=C(NC[C@H]1C[C@@H]2CC[C@H]1N2C(=O)[C@H]1CCS(=O)(=O)C1)[C@@H](F)C1CCOCC1
molecular weight: 416.5 g/mol

=====

Version ii
The following is a quantum chemistry calculation of an isolated molecule of C19H29FN2O5S, from the Open Molecules 2025 dataset.

Last columns: bonded neighbours and bond lengths (Å).
Element x y z (Å)
1 O -0.037 2.127 -0.444  C2 1.230
2 C -0.552 1.040 -0.186  O1 1.230, N3 1.345, C21 1.547
3 N 0.184 -0.081 -0.092  C2 1.345, C4 1.466, H29 1.007
4 C 1.643 -0.128 -0.224  N3 1.466, C5 1.549, H30 1.092, H31 1.094
5 C 2.397 0.525 0.961  C4 1.549, C6 1.550, C10 1.548, H32 1.092
6 C 2.203 -0.215 2.309  C5 1.550, C7 1.540, H33 1.091, H34 1.091
7 C 3.641 -0.547 2.750  C6 1.540, C8 1.540, N11 1.451, H35 1.094
8 C 4.419 0.721 3.148  C7 1.540, C9 1.542, H36 1.091, H37 1.092
9 C 4.625 1.447 1.803  C8 1.542, C10 1.542, H38 1.091, H39 1.091
10 C 3.935 0.514 0.786  C5 1.548, C9 1.542, N11 1.454, H40 1.091
11 N 4.227 -0.753 1.438  C7 1.451, C10 1.454, C12 1.351
12 C 4.838 -1.873 0.994  N11 1.351, O13 1.230, C14 1.553
13 O 4.909 -2.881 1.695  C12 1.230
14 C 5.446 -1.911 -0.434  C12 1.553, C15 1.560, C20 1.567, H41 1.088
15 C 6.853 -2.586 -0.433  C14 1.560, C16 1.539, H42 1.093, H43 1.094
16 C 6.717 -4.063 -0.842  C15 1.539, S17 1.844, H44 1.086, H45 1.089
17 S 5.489 -4.012 -2.217  C16 1.844, O18 1.463, O19 1.462, C20 1.852
18 O 6.136 -3.468 -3.411  S17 1.463
19 O 4.711 -5.248 -2.262  S17 1.462
20 C 4.493 -2.668 -1.421  C14 1.567, S17 1.852, H46 1.090, H47 1.086
21 C -2.081 0.917 0.015  C2 1.547, F22 1.338, C23 1.556, H48 1.089
22 F -2.426 1.581 1.125  C21 1.338
23 C -2.911 1.393 -1.213  C21 1.556, C24 1.550, C28 1.547, H49 1.094
24 C -2.670 0.568 -2.502  C23 1.550, C25 1.541, H50 1.091, H51 1.091
25 C -3.540 1.079 -3.666  C24 1.541, O26 1.427, H52 1.092, H53 1.091
26 O -4.911 1.033 -3.275  C25 1.427, C27 1.427
27 C -5.231 1.871 -2.164  O26 1.427, C28 1.540, H54 1.092, H55 1.091
28 C -4.432 1.399 -0.934  C23 1.547, C27 1.540, H56 1.091, H57 1.091
29 H -0.283 -0.939 0.153  N3 1.007
30 H 1.948 -1.171 -0.326  C4 1.092
31 H 1.932 0.361 -1.159  C4 1.094
32 H 2.058 1.560 1.049  C5 1.092
33 H 1.686 0.402 3.046  C6 1.091
34 H 1.623 -1.132 2.194  C6 1.091
35 H 3.728 -1.382 3.452  C7 1.094
36 H 3.871 1.326 3.872  C8 1.091
37 H 5.378 0.457 3.599  C8 1.092
38 H 4.191 2.448 1.799  C9 1.091
39 H 5.688 1.549 1.578  C9 1.091
40 H 4.268 0.662 -0.242  C10 1.091
41 H 5.584 -0.884 -0.767  C14 1.088
42 H 7.493 -2.074 -1.156  C15 1.093
43 H 7.372 -2.487 0.525  C15 1.094
44 H 7.604 -4.592 -1.181  C16 1.086
45 H 6.244 -4.627 -0.039  C16 1.089
46 H 3.746 -3.241 -0.872  C20 1.090
47 H 3.988 -2.111 -2.204  C20 1.086
48 H -2.331 -0.122 0.228  C21 1.089
49 H -2.630 2.427 -1.433  C23 1.094
50 H -1.617 0.585 -2.785  C24 1.091
51 H -2.899 -0.483 -2.320  C24 1.091
52 H -3.256 2.091 -3.960  C25 1.092
53 H -3.406 0.448 -4.546  C25 1.091
54 H -5.020 2.917 -2.396  C27 1.092
55 H -6.302 1.803 -1.969  C27 1.091
56 H -4.764 0.399 -0.652  C28 1.091
57 H -4.659 2.026 -0.071  C28 1.091

Properties
charge: 0
Kohn-Sham gap: 10.056 eV
structure (SMILES): O=C(NC[C@H]1C[C@@H]2CC[C@H]1N2C(=O)[C@H]1CCS(=O)(=O)C1)[C@@H](F)C1CCOCC1
molecular weight: 416.5 g/mol

=====

Quick one: least stable of them? version ii

=====

Version i
The following is a quantum chemistry calculation of a cluster of 2 separate species, CO4S2 in total, from the Open Molecules 2025 dataset.

Last columns: bonded neighbours and bond lengths (Å).
Element x y z (Å)
1 C -1.720 0.429 0.040  O3 1.183, S6 1.632
2 O 1.587 -1.232 -1.069  S7 1.507
3 O -1.857 1.595 -0.103  C1 1.183
4 O 1.395 -0.691 1.350  S7 1.511
5 O 2.002 1.068 -0.170  S7 1.531
6 S -2.562 -0.968 0.011  C1 1.632
7 S 1.153 -0.201 -0.059  O2 1.507, O4 1.511, O5 1.531

Properties
charge: -2
Kohn-Sham gap (spin up / spin down): 4.906 / 4.254 eV
molecular weight: 140.1 g/mol

=====

Version ii
The following is a quantum chemistry calculation of a cluster of 2 separate species, CO4S2 in total, from the Open Molecules 2025 dataset.

Last columns: bonded neighbours and bond lengths (Å).
Element x y z (Å)
1 C -0.887 -0.955 -1.415  O3 1.189, S6 1.675
2 O 1.995 0.101 1.383  S7 1.554
3 O -0.885 -2.019 -0.883  C1 1.189
4 O -0.516 0.397 2.070  S7 1.539
5 O 0.711 2.118 0.763  S7 1.475
6 S -1.011 -0.317 -2.958  C1 1.675
7 S 0.592 0.674 1.039  O2 1.554, O4 1.539, O5 1.475

Properties
charge: -2
Kohn-Sham gap (spin up / spin down): 4.351 / 5.938 eV
molecular weight: 140.1 g/mol

=====

Quick one: least stable of them? version ii